[1]
Density functional theory data (ωB97M-V/def2-TZVPD) for a 2-piece molecular cluster, C2H2N2O4 overall in a non-equilibrium geometry.

## Properties
Electronic energy = -13267.551 eV
HOMO-LUMO gap (spin up / spin down) = 8.982 / 8.982 eV
Relative energy (zero: lowest compared OMol25 entry of this formula, charge and spin) = 175.8 kcal/mol
HOMO (spin up / spin down) = -0.387 / -0.387 Eh

Each line ends with the natural charge from an NBO analysis.
Atoms and positions in Å:
C -0.080126 -0.153966 -0.076735  -0.416
C 0.534764 -1.290263 0.085189  0.123
N 0.700566 -1.651320 2.130658  0.603
N 1.129183 -2.293310 -0.740309  0.460
O 0.325773 -0.724625 2.736636  -0.289
O 2.336175 -2.301163 -0.813318  -0.331
O 1.011846 -2.761805 2.337146  -0.281
O 0.367148 -2.997139 -1.358571  -0.332
H -0.273965 0.256237 -0.977578  0.221
H -0.364716 0.516003 0.663302  0.242

Atomic forces in eV per Å
C 1.197 -1.930 0.464
C -0.067 0.512 4.212
N -0.476 0.201 -5.034
N -0.120 0.663 -0.647
O -0.035 0.435 1.005
O 0.260 -0.142 0.339
O 0.392 -0.580 1.062
O -0.307 -0.524 -0.080
H -0.525 0.866 -3.343
H -0.319 0.499 2.022

[2]
Density functional theory data (ωB97M-V/def2-TZVPD) for a 2-piece molecular cluster, C2H2N2O4 overall in a non-equilibrium geometry.

## Properties
Electronic energy = -13270.037 eV
HOMO-LUMO gap = 8.849 eV
Relative energy (zero: lowest compared OMol25 entry of this formula, charge and spin) = 118.5 kcal/mol
HOMO = -0.353 Eh

Each line ends with the natural charge from an NBO analysis.
Atoms and positions in Å:
C -0.533201 -0.106609 1.036443  0.717
C 0.400621 1.046783 -0.530261  0.810
H -0.319070 0.349404 2.879307  0.503
H 0.013094 -1.849337 -2.340807  0.471
N -0.585654 -0.990171 0.175137  -0.326
N -0.028970 -0.201707 -1.026564  -0.081
O -1.124117 -0.157913 2.239066  -0.622
O 0.909235 -0.825416 -1.850985  -0.455
O 1.062501 1.671467 -1.413329  -0.543
O 0.205560 1.063498 0.831993  -0.473

Atomic forces in eV per Å
C -0.006 0.854 2.640
C 4.051 -0.842 -5.559
H -3.768 -2.098 -2.296
H 3.803 4.039 1.683
N 1.066 0.224 -3.638
N -1.485 -0.695 2.581
O 4.268 2.303 2.266
O -4.672 -4.230 -1.021
O -2.387 -0.084 4.986
O -0.870 0.530 -1.643